Record 1
# C19H49BBrN3O12P3S

A 3-piece molecular cluster, C19H49BBrN3O12P3S overall (ωB97M-V/def2-TZVPD, the Open Molecules 2025 dataset).

Results
Maximum force in eV/Å: 0.95
DFT total energy in a.u.: -5841.97992
Total charge: -1
Lowest unoccupied orbital energy in Eh: 0.0641
Highest occupied orbital energy in eV: -4.56

Each line ends with the Löwdin charge.
CARTESIAN COORDINATES (ANGSTROEM)
N 6.31458 -0.02464 0.43815  -0.0048
C 5.23094 -0.79200 -0.20089  -0.2851
C 5.26240 -0.67411 -1.73107  -0.2099
C 4.27069 0.35744 -2.28936  -0.2290
C 4.73962 1.00470 -3.59027  -0.2163
C 3.89823 2.19084 -4.12373  -0.1163
C 2.90686 2.90219 -3.20284  -0.2960
O 1.71097 3.10227 -3.95880  -0.0040
B 0.84733 4.02557 -3.17294  -0.9144
N 0.25271 5.08481 -4.17007  0.1020
C -0.29797 3.24191 -2.30739  -0.1035
C 0.17888 2.00229 -1.55721  -0.2867
C -0.94317 1.17893 -0.90063  -0.5654
S -0.82650 0.95988 0.89351  0.6803
O 1.81176 4.68981 -2.23656  -0.0460
C 3.11067 4.36156 -2.66595  -0.5664
C 3.56013 5.30512 -3.79626  -0.0922
C 4.04268 6.73760 -3.54711  -0.3738
O 5.31239 6.78950 -2.88219  -0.0917
C 3.06005 7.74004 -2.94852  -0.2316
N 2.72620 7.51281 -1.54618  0.0031
P 4.02489 4.57282 -1.05375  0.6930
O 3.34013 3.33113 -0.21733  -0.3674
Br 6.09391 3.71309 -1.53531  0.2469
H 5.96488 0.60321 1.14745  0.0519
H 6.97522 -0.64024 0.89113  0.0504
H 4.26702 -0.42287 0.16086  0.1027
H 5.29106 -1.84403 0.09544  0.0942
H 5.04488 -1.65529 -2.16509  0.0990
H 6.27944 -0.39430 -2.01565  0.1006
H 3.32519 -0.16174 -2.48477  0.1184
H 4.07973 1.12153 -1.53702  0.0760
H 5.78753 1.28972 -3.48403  0.0732
H 4.71902 0.23136 -4.36722  0.1040
H 3.26210 1.80414 -4.92140  0.1149
H 4.56163 2.91346 -4.59701  0.0939
H 2.64473 2.28966 -2.34222  0.0950
H -0.31477 4.59292 -4.85518  0.0316
H -0.38826 5.70823 -3.68787  0.0305
H -0.70124 3.95029 -1.56567  0.1021
H -1.14232 2.96672 -2.95670  0.0927
H 0.71985 1.34907 -2.24900  0.1042
H 0.88341 2.31036 -0.78103  0.0811
H -1.05725 0.20197 -1.37066  0.0601
H -1.90256 1.69040 -1.00870  0.0581
H 0.36143 0.34519 0.95180  -0.1575
H 4.33353 4.83112 -4.40080  0.1060
H 2.66794 5.38362 -4.42543  0.1167
H 4.23909 7.12898 -4.55111  0.1361
H 5.17754 6.88591 -1.93051  0.0334
H 3.50642 8.73551 -3.10468  0.1043
H 2.14692 7.69935 -3.54420  0.1178
H 1.95798 8.10646 -1.26405  0.0660
H 3.50509 7.73722 -0.93838  0.0475
H 3.54269 3.45346 0.72256  0.0444
C -2.66929 -2.12014 1.66635  -0.0859
O -3.78895 -2.99160 1.93599  -0.2418
P -5.25101 -2.39267 1.86927  0.3221
O -5.72354 -1.89449 0.58302  -0.2142
O -5.32265 -1.27024 2.98964  -0.2110
C -4.90074 -1.57606 4.32829  -0.0788
O -5.99519 -3.65972 2.46385  -0.2389
C -7.42019 -3.60876 2.58406  -0.0774
H -2.00338 -2.64529 0.98682  0.0902
H -2.97205 -1.17997 1.21112  0.0559
H -2.15342 -1.91768 2.60326  0.0847
H -4.00673 -0.99523 4.54972  0.0890
H -4.69566 -2.63940 4.45549  0.0786
H -5.70036 -1.28236 5.00546  0.0889
H -7.74590 -2.64556 2.98025  0.0895
H -7.69726 -4.39979 3.27589  0.0871
H -7.88314 -3.77437 1.61225  0.0898
C -3.92544 -6.14917 2.14711  -0.0731
O -4.83235 -6.96277 2.92012  -0.2083
P -4.80791 -6.80842 4.48782  0.3247
O -5.14459 -5.51478 5.07247  -0.2143
O -3.35989 -7.27028 4.96360  -0.2161
C -2.80774 -8.50552 4.49441  -0.0912
O -5.78325 -8.01289 4.83016  -0.2189
C -6.10525 -8.20995 6.21319  -0.0894
H -4.49330 -5.69816 1.33970  0.0877
H -3.49529 -5.35177 2.75011  0.0796
H -3.13922 -6.78477 1.74118  0.0898
H -1.94101 -8.28712 3.87248  0.0885
H -3.53428 -9.07794 3.91836  0.0870
H -2.49358 -9.08556 5.36018  0.0879
H -5.21770 -8.11586 6.84081  0.0882
H -6.50698 -9.21586 6.29986  0.0870
H -6.84912 -7.48080 6.52965  0.0887

---

Record 2
# C5H8N

An isolated ion of composition C5H8N and charge +1 at a distorted geometry (ωB97M-V/def2-TZVPD, the Open Molecules 2025 dataset).

Results
SMILES: [NH2+]=C[C@H]1C=CC1
Maximum force in eV/Å: 4.78
DFT total energy in a.u.: -249.68888
Total charge: +1
Lowest unoccupied orbital energy in Eh: -0.1789
Highest occupied orbital energy in eV: -14.20

Each line ends with the Löwdin charge.
CARTESIAN COORDINATES (ANGSTROEM)
N 2.16803 -0.10219 -0.37855  0.2635
C 1.34478 0.78630 -0.01779  -0.0012
C -0.14655 0.58659 0.27832  -0.1461
C -1.76519 0.93531 -0.27678  0.0240
C -2.12897 -0.32842 -0.26012  -0.0904
C -0.76486 -0.87266 0.20468  -0.1601
H 1.72888 -0.91826 -0.53640  0.0846
H 3.16347 -0.03194 -0.27630  0.1680
H 1.62644 1.84816 0.23236  0.1724
H -0.13377 1.09826 1.24136  0.1355
H -2.13801 1.98166 -0.58473  0.1350
H -3.17281 -0.73369 -0.21222  0.1392
H -0.94284 -1.53771 1.14769  0.1476
H -0.37451 -1.59520 -0.59851  0.1281

---

Record 3
# C19H34IN6O5

C19H34IN6O5 as an isolated structure at a distorted geometry (ωB97M-V/def2-TZVPD, the Open Molecules 2025 dataset).

Results
Maximum force in eV/Å: 4.66
DFT total energy in a.u.: -1746.45703
Total charge: +1
Lowest unoccupied orbital energy in Eh: -0.1102
Highest occupied orbital energy in eV: -11.70

Each line ends with the Löwdin charge.
CARTESIAN COORDINATES (ANGSTROEM)
C 5.78639 -1.57638 -0.93100  -0.0618
C 6.09992 -0.07106 -1.12990  -0.2410
O 5.49064 0.79936 -0.18408  -0.1305
C 4.09137 0.67318 -0.22882  -0.2446
C 3.39331 1.95635 0.21953  -0.1079
O 2.15949 1.62588 0.88775  -0.1030
C 1.06757 1.67056 0.07201  -0.4574
C -0.15465 1.91135 0.96905  -0.3358
O 0.07942 3.05975 1.68551  0.0014
N -1.40318 2.03868 0.15611  0.1847
C -1.54944 0.76047 -0.63650  -0.2970
C -2.87464 0.68808 -1.41374  -0.0772
C -3.13725 -0.81207 -1.65012  -0.1539
O -4.08420 -1.25362 -0.66216  -0.0326
C -3.72580 -2.39565 -0.04949  -0.3863
O -3.32412 -3.32644 -0.59591  0.1379
C -0.33552 0.59786 -1.55802  -0.2557
N 0.94157 0.53968 -0.84600  -0.4136
I 1.01572 -1.27497 0.13440  1.0913
H 5.18734 -1.79058 -0.05215  0.0666
H 5.32696 -1.95541 -1.83867  0.0709
H 6.71243 -2.13182 -0.80863  0.0691
H 5.74537 0.23515 -2.11747  0.1130
H 7.17470 0.05078 -1.10177  0.1146
H 3.80069 -0.09686 0.48747  0.0747
H 3.70915 0.36787 -1.20787  0.1195
H 4.02845 2.45104 0.94876  0.1374
H 3.24796 2.66708 -0.59460  0.1186
H 1.14489 2.57507 -0.55974  0.1636
H -0.24442 1.09028 1.68274  0.1134
H 0.10964 2.85065 2.63614  -0.0027
H -2.17948 2.06282 0.81804  0.1935
H -1.40658 2.85964 -0.45317  0.1997
H -1.62483 -0.02585 0.11028  0.1079
H -2.83830 1.25090 -2.34102  0.1321
H -3.66041 1.01337 -0.73205  0.1289
H -2.20835 -1.37395 -1.58648  0.1090
H -3.54975 -1.00828 -2.63720  0.1341
H -3.84566 -2.44813 1.03689  0.1534
H -0.41593 -0.25610 -2.21846  0.1117
H -0.29364 1.49835 -2.18772  0.1462
C 1.29954 6.07391 0.62022  -0.0643
C 2.00853 5.65441 -0.58854  -0.2871
N 2.55051 5.32902 -1.53084  0.1384
H 0.23878 5.85986 0.51034  0.0727
H 1.68596 5.52486 1.47628  0.0788
H 1.43226 7.14056 0.78828  0.0865
C -1.65804 -6.08415 2.02864  -0.0517
C -0.75102 -4.97124 2.31033  -0.2756
N -0.04565 -4.10992 2.52886  0.1244
H -2.47595 -6.08321 2.74613  0.0861
H -2.06277 -5.98147 1.02339  0.0814
H -1.11877 -7.02595 2.10367  0.0883
C -6.37069 -2.91700 -2.89882  -0.0563
C -6.69286 -2.01320 -4.00373  -0.2866
N -6.94210 -1.30612 -4.85444  0.1328
H -5.44683 -2.59505 -2.42430  0.0432
H -7.17285 -2.90445 -2.16363  0.0882
H -6.24538 -3.93147 -3.27128  0.0888
C 0.94545 -0.70255 4.16191  -0.0229
C 0.57163 0.68741 3.88659  -0.1564
N 0.23603 1.75083 3.67239  0.1927
H 1.91128 -0.76009 4.65906  0.1004
H 0.18962 -1.16714 4.79141  0.0969
H 0.98566 -1.21392 3.20740  0.0094

---

Record 4
# C23H30N2O2

C23H30N2O2 as an isolated structure at a distorted geometry (ωB97M-V/def2-TZVPD, the Open Molecules 2025 dataset).

Results
Maximum force in eV/Å: 17.84
DFT total energy in a.u.: -1153.64795
Lowest unoccupied orbital energy in Eh: 0.0093
Highest occupied orbital energy in eV: -7.59

Each line ends with the Löwdin charge.
CARTESIAN COORDINATES (ANGSTROEM)
C -1.33907 1.50826 6.92944  -0.1380
C -2.19694 0.44413 6.50661  -0.3682
O -2.18054 0.26650 5.11389  -0.1374
C -0.90100 -0.27173 4.49857  -0.0629
C 0.24096 -0.70332 5.18816  -0.0321
C 1.28979 -1.46172 4.45346  -0.0671
C 1.42407 -1.52638 3.05238  0.0842
C 0.20007 -0.68977 2.34787  -0.0810
C -0.89336 -0.18053 2.98063  -0.3692
O -1.82727 0.33173 2.37688  0.1016
H -2.70619 0.56365 2.92009  0.2173
C 0.20765 -0.68989 0.76136  -0.0171
N 1.81734 -0.27070 0.45687  -0.1506
C 1.97370 0.88192 0.80191  -0.3864
C 1.42717 2.12002 -0.15781  -0.0408
C 1.84864 1.55057 -1.64894  -0.1551
H 3.04572 1.65821 -1.65443  0.1707
H 1.46949 2.36551 -2.29027  0.0913
C 1.17040 0.31936 -1.87482  -0.3934
N -0.18793 0.03041 -1.98104  -0.1457
C -0.65505 -1.00511 -2.58152  -0.2434
C -0.69286 -1.31224 -4.14814  -0.1065
C -0.73959 -2.43342 -4.70495  -0.1064
C -0.67096 -2.59816 -6.13221  0.1313
C -0.88747 -1.03938 -6.84203  -0.0263
C -0.69436 -0.01220 -6.08519  -0.2036
C -0.47165 0.08490 -4.76365  -0.1241
C -0.78897 1.38188 -4.05806  -0.1357
C -0.84342 1.13136 -2.65789  -0.2359
H -1.91425 0.95041 -2.40348  0.1397
H -0.82167 2.20533 -2.06801  0.1803
H 0.36401 1.95866 -4.28266  0.1923
H -1.39539 2.02399 -4.50917  0.0718
H -0.55524 0.94130 -6.75839  0.1541
H -0.62035 -1.27113 -7.92803  0.1051
H -0.85403 -3.44573 -6.54252  0.0001
H -0.66857 -3.09945 -4.10576  0.0216
H -1.64191 -1.49662 -2.16219  0.1702
H -0.10059 -1.95343 -2.15809  0.1334
C 1.83366 -0.82862 -1.06410  -0.0625
H 3.12558 -0.77285 -0.99371  0.1744
H 1.62985 -1.99264 -1.27552  0.1416
H 1.74741 -0.00919 -3.06563  0.2104
H 0.49930 1.99136 -0.05424  0.0011
H 1.74459 3.03163 0.01974  0.0486
H 3.20015 1.02165 0.86438  0.1585
H 1.88482 1.10497 1.90806  0.1345
H 0.24196 -1.76374 0.63008  0.1086
H -0.56322 0.00067 0.50855  0.0925
H 2.06382 -1.85772 2.47286  -0.0057
H 1.92920 -1.83844 5.09650  0.0278
H 0.00739 -0.89529 6.26520  0.1015
H -3.34853 0.73980 6.68579  0.1688
H -1.85753 -0.57494 6.96001  0.1418
H -0.21225 1.31227 6.81938  0.0898
H -1.56974 1.48777 7.99478  0.0717
H -1.58686 2.58609 6.33899  0.1584